Computed, not measured: a structure of composition CH3N3O2S at a distorted geometry, with ωB97M-V with the def2-TZVPD basis set.

* charge: 0
* 2S+1: 1
* HOMO-LUMO gap: 10.72 eV
* LUMO energy: 0.027 eV
* highest occupied orbital energy: -10.697 eV
* molar mass: 121.1 g mol⁻¹

Geometry as XYZ:
```
10
Properties=species:S:1:pos:R:3:forces:R:3:lowdin_charge:R:1
C 1.712020 0.441239 0.071844 -0.10 0.88 0.52 -0.297
N 0.645012 -0.141946 -0.129182 0.44 0.06 0.74 0.065
N -1.826654 -1.081442 -1.018143 -0.65 -2.18 1.91 -0.216
N 2.703684 0.967486 0.425578 1.38 0.79 0.67 0.227
O -1.741741 1.268046 -0.232383 0.61 -0.89 0.73 -0.302
O -1.523617 -0.605537 1.481928 -0.17 0.90 -0.99 -0.318
S -1.549179 -0.114082 0.122642 -1.54 0.13 0.68 0.577
H 0.351428 -0.457317 -1.006733 0.36 -0.66 -1.84 0.042
H -2.069308 -2.024287 -0.481757 0.95 2.22 -1.60 0.090
H 3.298356 1.747841 0.766207 -1.28 -1.25 -0.83 0.132
```
Forces are in eV/Å.